# 1
Density functional theory data (ωB97M-V with the def2-TZVPD basis set) for a structure of composition C5H10N2S.

- E_tot (Eh) = -703.9028
- ΔE to the lowest compared entry with this formula, charge and spin (eV) = 8.7361
- lowest unoccupied orbital energy (eV) = 0.5

Each line ends with the Mulliken charge.
Cartesian coordinates (Å):
C  0.503574  -1.400810  -1.483061  -1.03
C  -0.547201  -0.286443  -1.400190  0.60
C  -1.372563  -0.474493  -0.283999  -0.81
C  -0.444240  0.584127  -0.261035  -0.15
C  0.989190  0.699523  2.878515  -0.25
H  0.024647  -2.892625  -1.093036  0.17
H  1.322224  -1.541498  -2.501112  0.25
H  1.150774  -1.171032  -0.281620  0.29
H  -0.326794  1.608438  -2.812182  0.15
H  -2.550394  -0.227298  -0.091526  0.23
H  -1.206537  -1.416442  0.199443  0.25
H  -0.728783  1.751671  -0.341171  0.33
H  1.082206  1.453330  0.734088  0.32
H  1.001373  0.592801  4.016612  0.25
H  1.887734  1.431192  2.643066  0.16
N  0.517319  0.509146  0.767332  -0.05
N  0.035259  0.329717  2.128844  -0.44
S  -1.337788  0.450697  -2.818966  -0.26

Cartesian forces, eV/Å:
C 3.3 -3.1 2.0
C 1.7 -2.2 -4.4
C -7.7 -1.4 3.2
C 0.4 5.9 3.3
C 1.1 2.1 3.1
H 1.0 4.3 -1.5
H -2.8 0.7 3.4
H -1.5 -0.9 -4.1
H -2.2 -2.3 -0.4
H 2.9 -0.5 -1.4
H 0.5 0.0 0.8
H -0.2 -2.9 -0.5
H -1.0 -2.6 0.2
H -0.8 -0.3 -1.7
H -1.5 -1.8 -0.5
N 2.1 2.5 0.4
N 2.3 0.0 -1.5
S 2.6 2.5 -0.3

=====

# 2
Density functional theory data (ωB97M-V with the def2-TZVPD basis set) for a cluster of 4 separate species, C13H25B2O13P in total.

- E_tot (Eh) = -1879.9433
- SMILES = CB(O)O[P@](=O)(O)OB(O)O.O=C1CCCO1.O=C1CCCO1.O=C1CCCO1
- lowest unoccupied orbital energy (eV) = 0.1

Each line ends with the Mulliken charge.
Cartesian coordinates (Å):
C  -5.344288  -2.804349  -0.658271  -0.90
B  -4.232854  -3.613995  -1.392731  0.55
O  -4.536995  -4.656971  -2.243451  -0.53
O  -2.868640  -3.346593  -1.192255  -0.45
P  -2.042953  -2.083361  -1.654214  0.68
O  -1.089990  -1.590767  -0.669432  -0.31
O  -3.125098  -1.004382  -2.118169  -0.51
O  -1.440510  -2.483445  -3.066087  -0.42
B  -0.187417  -3.070111  -3.231918  0.56
O  0.358298  -3.822279  -2.221433  -0.35
O  0.456309  -2.813008  -4.422681  -0.50
H  -5.013815  -2.399164  0.297897  0.34
H  -6.229207  -3.424866  -0.522985  0.28
H  -5.648628  -1.959478  -1.284836  0.31
H  -4.318543  -5.523192  -1.882502  0.31
H  -3.382516  -0.488743  -1.335210  0.29
H  0.414714  -4.764421  -2.406078  0.27
H  0.284596  -3.446001  -5.128060  0.30
O  4.319895  -1.909244  3.119959  -0.61
C  3.326656  -2.009927  2.455108  0.35
C  2.537083  -0.912043  1.772091  -0.10
C  1.213075  -1.597668  1.437804  -0.36
C  1.647722  -3.047316  1.285560  -0.24
O  2.762390  -3.210247  2.191967  -0.40
H  3.081650  -0.610991  0.874979  0.15
H  2.434193  -0.053788  2.427297  0.26
H  0.705155  -1.217552  0.560075  0.31
H  0.530553  -1.502160  2.283672  0.22
H  1.992769  -3.270435  0.273713  0.16
H  0.880943  -3.766854  1.560553  0.29
O  -2.633022  1.186510  0.905187  -0.54
C  -3.004453  2.169715  0.340264  0.53
C  -2.206932  3.409828  -0.013761  -0.42
C  -3.293044  4.429540  -0.352418  -0.48
C  -4.416143  3.528813  -0.858897  -0.41
O  -4.275341  2.299325  -0.124861  -0.36
H  -1.577930  3.168415  -0.872343  0.23
H  -1.569221  3.692523  0.818513  0.33
H  -2.994143  5.180319  -1.080192  0.32
H  -3.612726  4.943935  0.554441  0.27
H  -4.316076  3.304859  -1.923176  0.26
H  -5.412619  3.920954  -0.672971  0.31
O  2.655686  2.149327  1.368236  -0.60
C  3.797031  2.500081  1.339869  0.55
C  4.768589  2.625624  2.498149  -0.38
C  5.902305  3.459807  1.905162  -0.49
C  5.819959  3.082767  0.428591  -0.43
O  4.428826  2.814323  0.182760  -0.35
H  5.090620  1.618411  2.772317  0.23
H  4.276309  3.082777  3.351584  0.34
H  6.880202  3.261942  2.337771  0.33
H  5.684703  4.521474  2.028236  0.25
H  6.387126  2.177414  0.202866  0.27
H  6.135745  3.874665  -0.245687  0.30

Cartesian forces, eV/Å:
C 0.0 0.1 -0.2
B 0.2 -0.3 0.0
O -0.2 -0.1 0.5
O -0.2 0.1 -0.2
P 0.1 0.3 0.2
O 0.0 -0.2 0.0
O 0.0 -0.2 0.3
O 0.2 0.2 0.3
B 0.0 0.1 -0.3
O -0.5 -0.1 0.1
O -0.2 -0.5 0.0
H 0.0 0.0 0.0
H 0.0 0.0 0.1
H 0.0 0.0 0.0
H 0.2 0.0 -0.3
H 0.0 0.1 -0.2
H 0.4 0.1 0.0
H 0.1 0.2 0.0
O 0.0 0.0 0.1
C 0.1 0.0 -0.1
C -0.2 -0.3 0.1
C 0.2 0.1 0.1
C -0.1 0.0 0.0
O -0.1 0.0 0.0
H 0.0 0.1 0.0
H 0.1 0.1 -0.1
H 0.0 0.0 0.0
H 0.0 0.0 0.0
H 0.0 0.0 0.0
H 0.0 0.0 0.0
O -0.1 -0.1 0.0
C 0.2 0.0 -0.1
C -0.2 0.2 0.1
C 0.0 -0.1 0.0
C 0.0 0.1 0.0
O 0.0 0.0 -0.1
H 0.0 0.0 0.0
H 0.1 -0.1 0.0
H 0.0 0.0 0.0
H 0.0 0.0 0.0
H 0.0 0.0 0.0
H 0.0 0.0 0.0
O -0.1 0.2 0.0
C 0.1 -0.2 0.1
C 0.1 0.2 -0.1
C -0.1 0.0 0.0
C 0.1 0.0 0.0
O 0.0 0.0 0.0
H 0.0 0.0 0.0
H 0.0 -0.1 0.0
H 0.0 -0.1 0.0
H 0.0 0.0 0.0
H 0.0 0.0 0.0
H 0.0 0.0 0.0

=====

# 3
Density functional theory data (ωB97M-V with the def2-TZVPD basis set) for a cluster of 3 separate species, C3H9NO4 in total.

- E_tot (Eh) = -475.3907
- ΔE to the lowest compared entry with this formula, charge and spin (eV) = 1.3654
- SMILES = CC(=O)NC=O.O.O
- lowest unoccupied orbital energy (eV) = 0.4

Each line ends with the Mulliken charge.
Cartesian coordinates (Å):
C  1.161566  1.384910  0.349908  -1.31
C  0.309843  0.507702  1.211968  0.71
O  0.689082  0.176029  2.311538  -0.55
N  -0.576016  -0.205173  0.337559  -0.02
C  -1.139220  0.306097  -0.773988  -0.03
O  -2.277476  0.095300  -1.083939  -0.52
H  2.254386  1.400190  0.575870  0.44
H  1.083826  1.397855  -0.695609  0.33
H  0.885256  2.516655  0.451589  0.29
H  -1.118488  -0.983935  0.814589  0.30
H  -0.668235  1.052846  -1.405928  0.39
O  -2.768533  -2.223459  0.561771  -0.65
H  -3.036201  -1.925204  -0.285380  0.31
H  -3.514016  -1.885207  1.000329  0.32
O  2.858616  -0.692149  -1.493300  -0.67
H  2.675250  0.276017  -1.253583  0.33
H  3.180361  -1.198479  -0.623387  0.34

Cartesian forces, eV/Å:
C 1.1 4.9 1.2
C 2.4 -1.8 -2.5
O -1.7 0.2 -0.4
N 0.1 -1.4 3.9
C -1.2 1.5 -0.6
O -1.4 -1.1 -0.6
H -1.0 -0.4 0.4
H -0.4 -1.1 -1.4
H 0.3 -1.7 0.6
H 0.3 1.2 -0.9
H 1.1 0.0 0.3
O 1.2 -0.9 0.3
H 0.4 0.4 -2.0
H -1.5 0.5 1.9
O 0.6 0.2 2.9
H 0.6 -2.4 -0.1
H -1.2 2.1 -2.8

=====

# 4
Density functional theory data (ωB97M-V with the def2-TZVPD basis set) for a structure of composition C4H4O5Tl.

- E_tot (Eh) = -703.5696
- net charge = -1
- ΔE to the lowest compared entry with this formula, charge and spin (eV) = 0.1696
- lowest unoccupied orbital energy (eV) = 3.0

Each line ends with the Mulliken charge.
Cartesian coordinates (Å):
O  -0.536400  0.127326  1.452553  -0.83
C  1.139491  1.122048  0.232972  0.69
O  1.877898  2.056252  0.553766  -0.64
C  1.827380  -0.176847  -0.258842  0.63
O  1.858243  -1.138921  0.562914  -0.64
O  2.346101  -0.147799  -1.380077  -0.66
O  -0.086722  1.417748  -0.280078  -0.43
C  -1.118960  0.460202  0.294306  0.54
H  -1.986942  1.137434  0.409002  0.24
C  -1.414164  -0.619337  -0.726553  -1.20
H  -1.504420  -0.195264  -1.735398  0.32
H  -0.633570  -1.386930  -0.804487  0.27
H  -2.353698  -1.112840  -0.440295  0.32
Tl  0.585762  -1.543075  2.120222  0.38

Cartesian forces, eV/Å:
O -2.0 0.1 0.3
C 1.6 2.9 -2.3
O -1.3 -1.7 0.4
C 0.4 0.5 -0.9
O 2.0 -0.5 -1.7
O -0.8 0.1 1.1
O -0.6 -0.4 0.1
C 1.8 1.5 -0.2
H 0.1 -0.3 0.0
C -0.2 -0.5 -0.2
H -0.2 0.1 0.3
H 0.0 0.2 0.3
H 0.2 0.0 -0.2
Tl -1.0 -2.1 3.1